The following is a quantum chemistry calculation of C27H34N5S3SiTc as an isolated structure, from the OMol25 dataset.

Geometry as XYZ:
```
71
Properties=species:S:1:pos:R:3:forces:R:3
Tc 0.812 -0.079 -0.348 0.094 -0.122 -0.129
C 3.797 -1.054 -0.528 -0.028 0.036 0.018
N 2.942 -0.176 0.324 0.004 -0.012 0.047
C 3.432 1.228 0.158 0.004 -0.021 0.001
C 2.396 2.206 0.648 -0.031 0.002 -0.020
N 1.169 2.110 -0.201 -0.023 0.055 0.037
C 0.063 2.822 0.500 0.024 0.013 0.017
C 1.419 2.748 -1.509 0.023 -0.009 0.001
C 1.570 4.130 -1.587 -0.001 -0.008 0.008
C 1.818 4.744 -2.802 -0.002 0.002 0.003
C 1.922 3.973 -3.952 -0.001 -0.004 -0.012
C 1.787 2.600 -3.878 0.002 0.007 -0.014
C 1.538 1.969 -2.656 0.029 0.032 0.002
S 1.416 0.212 -2.607 -0.040 -0.017 0.042
C 3.069 -0.590 1.736 0.026 -0.001 0.035
C 4.327 -0.858 2.268 0.003 0.002 -0.019
C 4.469 -1.256 3.586 0.027 0.005 -0.002
C 3.349 -1.381 4.397 -0.020 -0.012 0.013
C 2.100 -1.089 3.887 0.007 -0.014 0.006
C 1.946 -0.686 2.557 -0.005 0.026 -0.036
S 0.339 -0.233 2.001 -0.003 0.013 0.085
H 4.853 -0.847 -0.354 0.003 -0.007 -0.010
H 3.566 -0.857 -1.570 0.003 -0.004 -0.007
H 3.595 -2.095 -0.295 -0.001 -0.011 -0.008
H 3.622 1.383 -0.906 -0.005 -0.006 -0.002
H 4.373 1.359 0.697 0.007 0.003 0.002
H 2.790 3.225 0.623 0.006 0.006 0.001
H 2.105 1.975 1.674 -0.003 0.000 0.004
H 0.373 3.826 0.788 -0.002 0.006 -0.005
H -0.202 2.271 1.398 -0.003 -0.004 -0.010
H -0.796 2.893 -0.159 -0.014 0.003 0.007
H 1.497 4.740 -0.696 0.000 0.002 -0.011
H 1.929 5.818 -2.849 -0.002 -0.004 0.002
H 2.113 4.443 -4.908 0.000 -0.002 0.003
H 1.878 1.991 -4.768 -0.003 -0.002 0.007
H 5.213 -0.760 1.656 -0.006 -0.005 0.002
H 5.455 -1.466 3.978 -0.001 -0.003 -0.004
H 3.452 -1.700 5.425 0.000 0.010 0.000
H 1.219 -1.164 4.512 -0.001 0.004 -0.009
C -4.813 -0.724 2.548 0.000 0.008 0.013
Si -4.981 -1.223 0.756 0.053 -0.028 0.036
C -6.611 -0.600 0.088 -0.027 0.017 -0.027
C -4.914 -3.078 0.526 -0.028 -0.006 -0.006
C -3.617 -0.356 -0.266 0.028 0.019 -0.010
C -3.973 0.546 -1.251 -0.013 0.004 -0.043
C -3.007 1.249 -1.973 -0.022 0.004 0.029
C -1.692 1.031 -1.675 0.067 -0.058 0.018
N -1.289 0.133 -0.744 -0.042 0.002 -0.038
C -2.229 -0.564 -0.061 -0.093 0.013 0.048
S -1.744 -1.781 1.076 0.048 -0.015 -0.095
H -5.650 -1.118 3.129 -0.004 -0.008 -0.021
H -4.823 0.363 2.652 -0.006 -0.006 -0.007
H -3.889 -1.100 2.985 -0.019 0.013 0.007
H -7.424 -1.102 0.619 0.011 0.012 0.008
H -6.740 -0.818 -0.974 -0.004 -0.003 0.010
H -6.741 0.474 0.239 0.001 -0.008 -0.010
H -5.861 -3.511 0.858 0.020 0.003 0.006
H -4.114 -3.543 1.101 0.017 0.004 -0.001
H -4.782 -3.349 -0.523 -0.001 0.019 0.003
H -5.020 0.726 -1.463 0.009 0.003 0.015
H -3.276 1.963 -2.738 0.000 0.002 0.000
H -0.903 1.564 -2.185 -0.058 -0.017 0.001
N 0.185 -2.686 -1.774 -0.017 0.026 0.021
C 0.169 -4.023 -1.728 -0.018 0.020 -0.035
C 0.817 -4.397 -0.569 0.016 -0.031 0.029
C 1.195 -3.199 0.033 -0.017 0.034 0.011
N 0.809 -2.161 -0.706 0.028 0.047 0.006
H -0.187 -2.063 -2.475 -0.003 -0.011 -0.018
H -0.288 -4.603 -2.511 0.005 -0.005 0.010
H 0.984 -5.397 -0.211 0.002 0.009 -0.001
H 1.695 -3.028 0.973 0.003 -0.019 -0.003
```
Forces are in eV/Å.

The value obtained for the LUMO energy (spin up / spin down) is -1.96 / -4.23 eV. Its charge is +1. As for the spin multiplicity: 4. For the HOMO-LUMO gap (spin up / spin down), the calculation gives 8.1227 / 6.4142 eV. As for the relative energy (zero: lowest compared OMol25 entry of this formula, charge and spin): 0.0 kJ/mol.

Mulliken population analysis, charges in e, atoms 1 to 4:
1. Tc -0.170
2. C -1.274
3. N 1.452
4. C -1.135

The following is a quantum chemistry calculation of C27H34O14 in the gas phase, from the OMol25 dataset.

Geometry as XYZ:
```
75
Properties=species:S:1:pos:R:3:forces:R:3
C -1.708 -1.887 -2.291 -0.271 0.250 0.365
C -2.624 -1.282 -1.239 -0.268 -0.094 -0.576
C -4.011 -1.937 -1.256 0.025 0.119 0.677
O -4.637 -1.641 -2.476 -0.136 0.132 -0.250
H -5.587 -1.773 -2.351 0.082 -0.053 -0.037
C -4.855 -1.421 -0.075 0.646 -0.160 0.066
O -6.085 -2.100 -0.026 -0.356 -0.138 0.047
H -5.948 -2.913 0.480 0.034 0.023 -0.101
H -5.083 -0.362 -0.236 0.065 -0.066 -0.022
C -4.078 -1.593 1.241 -0.003 0.710 -0.369
O -3.925 -2.959 1.542 0.114 -0.373 0.100
H -3.144 -3.285 1.074 -0.071 -0.018 -0.003
H -4.643 -1.147 2.065 0.091 0.001 -0.092
C -2.702 -0.921 1.116 -0.195 -0.345 0.651
O -2.003 -1.474 0.035 0.112 -0.162 -0.104
O -2.902 0.463 1.019 -0.100 0.089 -0.206
C -1.799 1.281 1.374 0.488 0.393 0.247
C -2.306 2.715 1.594 -0.603 -0.369 -0.244
O -1.357 3.491 2.267 0.481 0.238 0.074
H -0.482 3.320 1.890 -0.066 0.030 0.088
C -2.767 3.320 0.247 0.503 0.059 0.036
O -4.019 2.800 -0.113 -0.436 -0.282 -0.135
H -3.965 1.835 -0.070 -0.033 0.051 0.010
C -1.745 3.121 -0.889 -0.104 0.734 -0.034
C -0.645 4.198 -0.918 -0.249 -0.289 0.277
O 0.224 4.003 -2.002 0.221 -0.146 -0.321
H 0.512 3.082 -1.986 0.048 0.068 0.017
H -0.083 4.212 0.025 -0.129 0.115 -0.105
H -1.107 5.176 -1.063 -0.051 -0.059 0.087
O -1.177 1.805 -0.928 0.066 -0.101 0.034
C -0.729 1.258 0.269 -0.327 -0.871 -0.038
O 0.428 1.896 0.775 0.231 0.110 0.031
C 1.630 1.513 0.241 0.517 0.075 0.055
C 2.766 1.808 0.972 -0.095 0.168 0.034
C 4.010 1.355 0.541 -0.445 -0.017 -0.353
C 4.115 0.527 -0.608 0.129 0.285 -0.101
C 2.963 0.361 -1.397 -0.127 0.467 0.441
C 1.740 0.861 -0.982 -0.292 -0.048 -0.215
H 0.873 0.712 -1.608 -0.103 -0.041 -0.054
O 3.046 -0.264 -2.595 -0.015 -0.093 -0.196
H 2.192 -0.225 -3.045 0.091 0.012 0.137
C 5.375 -0.197 -0.803 -0.211 -0.134 -0.414
O 6.428 0.217 -0.327 0.146 -0.069 0.164
C 5.325 -1.567 -1.430 0.334 -0.136 -0.001
H 4.571 -1.622 -2.207 0.077 -0.034 0.033
H 6.306 -1.790 -1.852 -0.023 0.075 -0.034
C 5.021 -2.606 -0.323 -0.015 0.105 -0.091
C 3.792 -2.254 0.466 0.027 -0.271 0.148
C 2.516 -2.456 -0.048 0.100 -0.060 0.187
C 1.391 -2.062 0.651 -0.185 0.074 0.251
C 1.529 -1.452 1.892 0.418 -0.154 -0.125
C 2.796 -1.268 2.429 -0.197 -0.016 0.038
C 3.911 -1.665 1.718 -0.076 -0.184 -0.037
H 4.891 -1.505 2.144 0.134 0.029 0.037
H 2.909 -0.803 3.399 0.014 0.077 0.105
O 0.405 -1.042 2.554 -0.192 0.067 0.103
H 0.665 -0.666 3.405 -0.033 -0.044 -0.108
H 0.398 -2.211 0.254 -0.140 -0.025 -0.075
H 2.401 -2.927 -1.014 -0.027 -0.058 -0.144
H 5.879 -2.659 0.349 -0.004 -0.067 -0.035
H 4.897 -3.579 -0.802 0.071 -0.009 0.040
O 5.069 1.667 1.281 0.245 -0.121 0.132
H 5.871 1.269 0.853 -0.262 0.114 -0.028
H 2.702 2.372 1.886 -0.026 0.053 0.176
H -0.494 0.211 0.039 0.061 0.296 0.072
H -2.290 3.176 -1.839 0.058 0.094 0.222
H -2.918 4.396 0.387 0.110 -0.114 0.027
H -3.189 2.679 2.244 0.102 -0.054 -0.172
H -1.337 0.908 2.299 -0.084 0.071 -0.146
H -2.081 -1.161 1.993 -0.152 0.113 -0.154
H -3.895 -3.032 -1.155 0.040 0.165 0.070
H -2.748 -0.208 -1.427 0.020 -0.100 0.025
H -1.527 -2.935 -2.068 0.017 -0.147 0.003
H -2.188 -1.800 -3.260 0.023 -0.012 -0.140
H -0.758 -1.361 -2.303 0.166 0.073 -0.047
```
Forces are in eV/Å.

The value obtained for the LUMO energy is 0.13 eV. For the HOMO-LUMO gap, the calculation gives 8.6746 eV. The SMILES is C[C@@H]1O[C@@H](O[C@H]2[C@H](Oc3cc(O)c(C(=O)CCc4ccc(O)cc4)c(O)c3)O[C@H](CO)[C@@H](O)[C@@H]2O)[C@H](O)[C@H](O)[C@H]1O.

Mulliken population analysis, charges in e, atoms 1 to 4:
1. C -1.677
2. C 1.061
3. C 0.023
4. O -0.576

The following is a quantum chemistry calculation of C27H35Al4Cl10F12IN5O5 as an isolated structure, from the OMol25 dataset.

Geometry as XYZ:
```
99
Properties=species:S:1:pos:R:3:forces:R:3
C -0.317 1.000 -1.156 0.408 0.850 0.331
C 0.642 0.684 -0.006 -0.816 -0.967 -1.340
Cl 0.221 1.777 1.354 0.305 -0.040 0.281
C 0.622 -0.804 0.406 -0.043 0.569 0.385
Cl -0.681 -1.753 -0.334 -0.041 -0.244 0.155
Al 0.537 -1.251 2.384 0.141 0.595 -1.419
C -1.452 -1.497 2.974 -2.080 -0.883 1.236
C -1.988 -0.284 3.710 0.528 -0.201 -0.401
C -2.901 0.529 2.837 0.023 1.006 0.341
I -4.429 -0.738 2.065 0.174 -0.319 -0.068
O 1.548 -0.168 3.473 0.717 -0.222 -0.260
C 2.744 -0.071 3.130 -0.972 -0.183 0.431
N 3.830 -0.053 2.768 3.767 -0.017 -1.135
C 1.348 -3.198 2.622 -0.254 -0.882 1.503
F 2.399 -3.124 1.771 -0.248 0.339 -0.438
F 0.503 -4.137 2.189 -0.112 0.136 -0.242
C 1.845 -3.458 4.021 0.228 0.073 -0.376
C 1.101 -3.173 5.160 -0.121 -0.009 0.241
C 1.617 -3.422 6.420 0.171 -0.092 0.149
C 2.889 -3.964 6.571 -0.261 0.231 -0.350
C 3.623 -4.228 5.424 0.276 -0.805 -0.071
C 5.032 -4.767 5.540 -0.238 0.985 -0.245
F 5.884 -3.733 5.439 0.280 -0.112 0.175
F 5.271 -5.436 6.633 0.095 -0.185 -0.021
F 5.352 -5.569 4.447 -0.211 -0.265 0.471
C 3.122 -3.999 4.155 -0.029 0.420 0.503
H -0.080 0.413 -2.038 -0.186 -0.244 -0.055
H -0.143 2.042 -1.426 -0.005 0.048 -0.063
H -1.353 0.938 -0.836 -0.095 -0.334 -0.147
H 1.635 0.878 -0.405 0.253 0.433 0.651
H 1.540 -1.277 0.043 0.080 -0.062 0.100
H -2.001 -1.790 2.055 0.820 0.329 -0.680
H -1.479 -2.362 3.637 0.536 -0.152 -0.074
H -2.555 -0.652 4.570 0.091 -0.041 0.101
H -1.178 0.321 4.139 -0.068 0.172 0.043
H -2.417 1.029 2.004 0.111 -0.264 -0.174
H -3.356 1.312 3.436 -0.289 -0.028 -0.061
H 0.102 -2.763 5.108 -0.020 0.084 -0.182
H 1.048 -3.186 7.306 -0.155 -0.013 -0.010
H 3.288 -4.148 7.557 0.088 -0.067 0.030
H 3.732 -4.209 3.293 -0.078 -0.030 -0.150
Al 6.228 -5.653 2.243 0.775 -0.278 -0.834
C -8.430 -1.866 2.721 -0.197 0.103 0.243
C -7.747 -2.507 1.607 -0.086 -0.048 0.014
N -7.227 -3.022 0.721 0.318 0.143 0.230
H -7.953 -0.923 2.985 0.043 0.002 -0.078
H -9.468 -1.655 2.469 0.014 -0.042 -0.109
H -8.423 -2.506 3.602 0.039 -0.088 -0.062
C 1.100 1.296 -4.908 0.199 -0.234 -0.186
O 0.622 0.397 -4.231 -0.153 0.298 0.105
N 0.417 2.037 -5.801 0.053 0.244 0.190
C 1.079 3.050 -6.610 -0.152 -0.294 -0.082
C -1.006 1.798 -5.976 0.115 -0.113 0.090
H 2.170 1.550 -4.867 -0.010 0.037 0.023
H 0.644 4.038 -6.448 -0.047 -0.029 0.030
H 0.969 2.780 -7.661 0.097 0.145 -0.052
H 2.136 3.089 -6.361 0.012 -0.032 -0.013
H -1.529 1.965 -5.032 -0.059 -0.036 -0.031
H -1.174 0.764 -6.278 -0.079 0.010 0.000
H -1.400 2.467 -6.736 0.053 0.009 -0.029
F 10.109 -4.585 0.246 -0.333 -0.015 0.136
Al 9.554 -5.067 -1.289 0.192 0.057 -0.149
F 10.825 -5.488 -2.290 -0.077 -0.017 0.044
F 8.662 -3.779 -1.945 -0.146 -0.049 0.205
F 8.484 -6.371 -1.035 -0.252 0.158 0.336
Cl 5.930 -0.173 2.182 -3.146 0.232 0.953
C -9.267 -3.399 -2.462 0.015 -0.094 -0.013
Cl -8.107 -4.691 -2.163 0.008 0.007 -0.021
Cl -8.575 -1.845 -1.963 -0.039 0.061 -0.102
Cl -9.642 -3.335 -4.186 -0.047 0.065 -0.029
Cl -10.742 -3.703 -1.546 0.007 0.023 0.007
C 0.267 9.115 -3.557 -0.218 -0.118 -0.455
C -0.510 8.002 -2.895 0.570 0.592 0.476
O -1.614 7.531 -3.768 0.244 -0.472 -0.289
C -1.251 6.614 -4.741 0.123 0.256 0.185
O -0.158 6.209 -4.907 -0.011 -0.055 0.061
C -2.483 6.175 -5.550 -0.142 -0.387 -0.371
F -3.249 7.257 -5.843 0.012 0.078 0.169
F -3.224 5.340 -4.821 -0.012 0.131 0.163
F -2.135 5.589 -6.664 0.121 0.069 -0.018
H -0.394 9.935 -3.846 0.042 0.079 0.133
H 1.021 9.499 -2.872 -0.026 -0.018 0.053
H 0.765 8.767 -4.460 0.092 -0.032 0.063
H -0.987 8.359 -1.982 -0.266 -0.108 -0.098
H 0.122 7.161 -2.625 -0.173 -0.208 -0.224
Al -3.474 8.559 -3.609 -0.394 0.327 0.085
C -8.187 -5.135 -7.268 -0.004 -0.061 -0.121
Cl -6.446 -5.084 -6.972 0.012 0.028 0.053
Cl -8.677 -3.818 -8.337 -0.008 0.014 0.071
Cl -8.661 -6.692 -7.935 -0.007 0.002 0.019
H -8.691 -5.006 -6.320 0.014 0.004 0.017
C 6.995 2.398 5.693 0.103 0.310 0.015
O 7.194 3.448 5.117 -0.102 -0.101 -0.093
N 7.300 2.175 6.991 -0.089 -0.069 0.034
N 6.418 1.336 5.006 -0.076 -0.263 -0.004
H 7.137 1.306 7.465 0.050 -0.001 -0.004
H 7.721 2.934 7.500 0.027 -0.017 -0.012
H 6.196 1.496 4.041 0.120 0.154 0.092
H 6.220 0.439 5.416 0.112 0.038 0.021
```
Forces are in eV/Å.

The value obtained for the LUMO energy is -13.07 eV. Its charge is +3. For the HOMO-LUMO gap, the calculation gives 0.9948 eV.

Mulliken population analysis, charges in e, atoms 1 to 4:
1. C -1.874
2. C 0.500
3. Cl -0.174
4. C -0.242